This record from OMol25 describes C24H43N2OP3SSn as an isolated structure. The level of theory is ωB97M-V with the def2-TZVPD basis set.

```
! wB97M-V def2-TZVPD RIJCOSX def2/J DEFGRID3
* xyz 4 1
Sn 0.100 -0.372 -0.723
P 0.745 -2.933 -1.644
P 2.235 0.026 0.798
P -2.529 0.382 -0.503
H 2.197 4.492 -0.754
C 1.117 4.530 -0.667
C 0.487 4.465 0.518
H 1.075 4.392 1.445
C 2.146 -2.584 -2.624
C 1.126 -3.806 -0.173
C -0.691 -3.616 -2.478
C 2.234 1.651 1.585
C 2.420 -1.167 2.144
C 3.757 -0.069 -0.192
C -2.673 1.951 0.386
C -3.503 -0.727 0.542
C -3.570 0.611 -1.960
H 0.539 4.582 -1.599
H -0.591 4.580 0.651
H 1.823 -2.825 -3.649
H 2.882 -3.319 -2.248
H 2.580 -1.564 -2.613
H 0.998 -4.801 -0.604
H 0.467 -3.669 0.687
H 2.174 -3.633 0.066
H -0.266 -3.836 -3.458
H -1.548 -2.916 -2.585
H -0.962 -4.460 -1.844
H 3.263 1.918 1.852
H 1.628 1.619 2.497
H 1.824 2.434 0.937
H 3.488 -1.293 2.354
H 1.994 -2.142 1.881
H 1.908 -0.814 3.046
H 4.615 0.006 0.489
H 3.793 0.754 -0.917
H 3.822 -1.018 -0.740
H -3.616 2.451 0.135
H -1.852 2.626 0.129
H -2.640 1.800 1.469
H -4.513 -0.343 0.723
H -2.998 -0.839 1.510
H -3.592 -1.718 0.091
H -4.412 1.283 -1.749
H -3.975 -0.341 -2.318
H -3.007 1.045 -2.789
C 0.395 0.914 -3.248
C 0.824 0.130 -4.359
C 0.326 0.488 -5.608
C -0.593 1.550 -5.683
C -1.044 2.266 -4.549
C -0.537 1.919 -3.321
O 0.949 0.964 -1.949
H -0.347 -1.703 -1.769
H 1.470 -0.732 -4.215
H 0.684 -0.087 -6.501
H -0.936 1.847 -6.687
H -1.777 3.071 -4.654
H -0.856 2.411 -2.408
N -1.277 -3.101 2.113
C -1.068 -2.117 3.015
N -1.306 -0.838 2.792
C -0.826 -0.036 3.826
C -0.825 1.367 3.896
C -0.285 2.005 5.012
C 0.231 1.254 6.075
C 0.220 -0.141 6.028
C -0.248 -0.776 4.883
S -0.320 -2.496 4.539
H -1.177 -4.061 2.453
H -1.777 -2.929 1.255
H -1.271 1.928 3.076
H -0.288 3.092 5.067
H 0.619 1.766 6.952
H 0.541 -0.749 6.864
*
```

Results
**Kohn-Sham gap**: 3.2 eV
**E_LUMO**: -14.917 eV
**Energy relative to the best compared isomer or geometry (same formula, charge and spin)**: 85.54 kcal/mol
**HOMO energy**: -18.1017 eV

***

This record from OMol25 describes C24H43N2P3RuS2 as an isolated structure. The level of theory is ωB97M-V with the def2-TZVPD basis set.

```
! wB97M-V def2-TZVPD RIJCOSX def2/J DEFGRID3
* xyz 4 5
Ru -0.227 -1.324 0.329
P -1.329 -0.527 2.020
P 1.654 -0.442 1.186
P 0.322 -3.265 1.023
H -2.019 -2.483 -3.261
C -1.738 -2.865 -2.278
C -2.617 -2.569 -1.310
H -3.575 -2.162 -1.669
C -1.708 1.212 1.704
C -0.731 -0.563 3.754
C -2.861 -1.456 2.183
C 3.055 -0.390 0.009
C 1.640 1.257 1.857
C 2.462 -1.224 2.663
C -0.798 -4.523 0.377
C 0.330 -3.696 2.823
C 1.953 -3.839 0.450
H -0.836 -3.492 -2.240
H -2.555 -2.855 -0.253
H -1.406 1.482 0.686
H -1.159 1.872 2.380
H -2.782 1.401 1.790
H -0.142 0.330 3.974
H -0.126 -1.454 3.944
H -1.591 -0.598 4.437
H -3.245 -1.685 1.185
H -3.592 -0.863 2.744
H -2.669 -2.393 2.721
H 4.005 -0.532 0.549
H 3.088 0.594 -0.482
H 2.968 -1.181 -0.749
H 2.632 1.532 2.241
H 0.911 1.335 2.669
H 1.378 1.956 1.054
H 3.394 -0.668 2.853
H 2.691 -2.280 2.463
H 1.799 -1.119 3.533
H -0.354 -5.514 0.511
H -1.008 -4.339 -0.677
H -1.738 -4.472 0.936
H 0.532 -4.778 2.865
H -0.653 -3.482 3.277
H 1.121 -3.171 3.376
H 1.849 -4.920 0.312
H 2.748 -3.642 1.175
H 2.208 -3.374 -0.508
C -1.059 0.547 -2.844
C -0.078 -0.322 -2.365
C 1.000 -0.706 -3.133
C 1.109 -0.217 -4.441
C 0.115 0.625 -4.955
C -0.994 0.966 -4.184
S -2.315 1.077 -1.739
H -3.201 1.697 -2.480
H -0.169 -0.734 -1.330
H 1.723 -1.416 -2.721
H 1.959 -0.494 -5.065
H 0.199 1.055 -5.956
H -1.816 1.556 -4.590
N 2.153 1.980 -2.301
C 1.337 2.948 -1.827
N 0.970 3.033 -0.570
C 0.319 4.218 -0.313
C -0.152 4.663 0.935
C -0.920 5.829 1.002
C -1.284 6.503 -0.179
C -0.826 6.061 -1.427
C 0.009 4.954 -1.480
S 0.650 4.148 -2.885
H 2.150 1.905 -3.298
H 2.054 1.105 -1.798
H 0.086 4.062 1.814
H -1.282 6.184 1.973
H -1.899 7.402 -0.114
H -1.118 6.545 -2.354
*
```

Results
**Kohn-Sham gap (alpha / beta)**: 6.3 / 4.4 eV
**E_LUMO (alpha / beta)**: -11.963 / -15.625 eV
**HOMO energy (alpha / beta)**: -18.2427 / -20.0584 eV
**Expectation value of S²**: 6.055

***

This record from OMol25 describes C24H44Be2BrCl2F8N5O12S2 as an isolated structure. The level of theory is ωB97M-V with the def2-TZVPD basis set.

```
! wB97M-V def2-TZVPD RIJCOSX def2/J DEFGRID3
* xyz 0 1
C -2.219 4.045 1.222
C -1.037 3.022 0.845
N -1.415 1.585 0.885
C -1.583 0.969 -0.437
N -0.639 -0.229 -0.485
C -0.947 -1.256 0.567
O -0.344 -2.512 0.344
C 0.952 -2.617 0.987
C 2.167 -2.242 0.006
C -2.538 -1.397 0.679
N -2.836 -2.853 0.850
O -3.272 -0.965 -0.487
C -3.050 0.447 -0.789
C -3.160 0.523 -2.406
C -3.304 2.005 -2.957
F -2.882 2.157 -4.305
C -4.235 1.383 -0.243
C -4.874 0.906 1.132
C -6.135 1.849 1.499
Br -7.844 1.139 0.760
H -3.114 3.400 1.529
H -1.925 4.765 2.048
H -2.480 4.602 0.256
H -0.574 3.366 -0.128
H -0.225 3.163 1.642
H -2.185 1.388 1.528
H -1.208 1.657 -1.269
H 0.335 0.088 -0.309
H -0.689 -0.706 -1.402
H -0.597 -0.809 1.561
H 1.045 -2.067 1.971
H 1.098 -3.725 1.234
H 1.944 -2.480 -1.086
H 2.509 -1.170 0.169
H 3.031 -2.904 0.310
H -2.877 -0.890 1.649
H -2.744 -3.278 -0.091
H -3.862 -2.871 1.009
H -3.952 -0.196 -2.805
H -2.162 0.125 -2.815
H -2.718 2.750 -2.323
H -4.403 2.297 -2.830
H -5.070 1.296 -1.024
H -3.943 2.489 -0.259
H -5.242 -0.165 0.996
H -4.184 0.959 2.029
H -6.180 1.869 2.641
H -5.960 2.933 1.183
C 5.523 -1.508 -1.113
O 6.748 -1.512 -1.557
O 4.611 -1.613 -2.121
O 5.104 -1.424 0.036
H 5.287 -1.656 -2.824
Be 6.701 0.441 -1.715
C 10.174 1.198 4.160
C 10.614 2.250 3.160
O 9.697 2.327 2.058
C 8.536 2.955 2.305
O 8.236 3.437 3.360
C 7.670 2.994 1.051
F 7.569 1.775 0.456
F 8.164 3.829 0.125
F 6.421 3.397 1.299
H 10.048 0.219 3.668
H 10.911 1.091 4.966
H 9.211 1.455 4.609
H 11.584 1.971 2.741
H 10.735 3.231 3.626
F 3.681 -1.741 2.070
O 10.266 -1.525 3.448
H 10.007 -1.850 2.579
N -3.962 -5.778 2.347
C -4.211 -4.865 3.337
C -5.490 -5.077 3.797
C -6.028 -6.159 3.062
C -5.063 -6.574 2.177
H -3.104 -5.852 1.827
H -3.461 -4.146 3.627
H -5.980 -4.515 4.577
H -7.013 -6.589 3.168
H -5.065 -7.364 1.441
F -9.549 -0.779 0.093
Cl -12.577 -2.687 -3.479
C -11.887 -1.259 -2.664
C -12.916 -0.519 -1.838
Cl -14.143 0.284 -2.853
H -11.444 -0.616 -3.425
H -11.085 -1.621 -2.016
H -12.427 0.263 -1.254
H -13.432 -1.187 -1.148
Be 12.529 0.317 5.874
N 7.337 2.433 -5.330
S 8.012 3.471 -6.310
O 7.166 4.511 -6.843
O 9.049 2.978 -7.180
F 8.874 4.296 -5.245
S 6.330 1.488 -6.078
O 5.455 0.751 -5.180
O 6.816 0.723 -7.196
F 5.299 2.486 -6.760
*
```

Results
**Kohn-Sham gap**: 0.8 eV
**E_LUMO**: -7.319 eV
**Energy relative to the best compared isomer or geometry (same formula, charge and spin)**: 124.38 kcal/mol
**HOMO energy**: -8.0942 eV